{"formula": "CH4N3", "method": "wB97M-V/def2-TZVPD", "total_charge": 1, "lumo_energy_ev": [-6.941, -6.941], "relative_energy_kj_mol": 307.2, "smiles": "N#[N+]CN", "energy_ev": -5561.7009, "homo_lumo_gap_ev": [9.1, 9.1], "symbols": ["N", "N", "C", "N", "H", "H", "H", "H"], "xyz": [[-1.15331, -0.46130, 1.79733], [-0.32612, 0.07108, 1.09523], [0.45149, 0.44703, 0.08062], [-0.16382, -0.26493, -0.97345], [1.52863, 0.23000, 0.13763], [0.38357, 1.52210, 0.00629], [-1.14940, -0.47024, -0.95045], [0.42896, -1.07373, -1.19319]], "forces_ev_per_a": [[8.0, 5.5, -6.5], [-9.7, -6.8, 11.6], [1.5, 1.6, -3.5], [1.7, -1.1, -1.8], [-0.4, -0.3, 0.6], [-0.2, 0.7, -0.1], [-0.1, 0.2, -0.1], [-0.9, 0.2, -0.2]], "lowdin_charge": [0.45, 0.10, -0.23, 0.09, 0.19, 0.16, 0.12, 0.13]}